(1)
# C11H17N3O3S

One molecule with the formula C11H17N3O3S (wB97M-V/def2-TZVPD, OMol25).

Output
Orbital gap, eV: 8.86
F_max, Eh/bohr: 0.0152
SMILES: CCN(CC)C(=O)CSc1nc(OC)cc(=O)[nH]1
HOMO level, hartree: -0.31096
Total charge: 0
Relative energy (zero: lowest compared OMol25 entry of this formula, charge and spin), kJ/mol: 0.00

The geometry in XYZ format:
```
35
Properties=species:S:1:pos:R:3:lowdin_charge:R:1
C 3.655 -0.681 1.514 -0.064
C 2.889 -0.343 0.235 -0.222
N 1.621 -1.033 0.135 -0.077
C 1.613 -2.388 -0.400 -0.192
C 1.544 -3.455 0.688 -0.066
C 0.442 -0.551 0.575 -0.516
O -0.587 -1.200 0.516 0.048
C 0.416 0.856 1.159 -0.332
S 0.657 2.143 -0.111 1.014
C -0.937 2.183 -0.839 -0.617
N -1.879 1.478 -0.316 0.125
C -3.096 1.498 -0.924 -0.329
O -4.052 0.732 -0.411 -0.033
C -3.716 -0.061 0.720 -0.054
C -3.352 2.268 -2.029 0.076
C -2.331 3.082 -2.603 -0.473
O -2.397 3.819 -3.562 0.050
N -1.090 2.965 -1.919 0.135
H 3.969 -1.721 1.516 0.065
H 3.037 -0.507 2.392 0.074
H 4.542 -0.056 1.584 0.075
H 2.725 0.734 0.178 0.061
H 3.493 -0.625 -0.632 0.123
H 2.509 -2.519 -1.009 0.118
H 0.731 -2.484 -1.040 0.123
H 2.401 -3.399 1.354 0.060
H 0.636 -3.323 1.270 0.071
H 1.523 -4.440 0.230 0.075
H -0.573 1.025 1.582 0.082
H 1.191 1.017 1.905 0.078
H -3.613 0.569 1.606 0.094
H -4.546 -0.752 0.851 0.092
H -2.783 -0.605 0.557 0.063
H -4.326 2.265 -2.485 0.122
H -0.317 3.508 -2.285 0.149
```

(2)
# C11H17N3O4Tl

C11H17N3O4Tl as an isolated structure (wB97M-V/def2-TZVPD, OMol25).

Output
Orbital gap, eV: 7.81
F_max, Eh/bohr: 0.0245
HOMO level, hartree: -0.77000
Total charge: +3
Relative energy (zero: lowest compared OMol25 entry of this formula, charge and spin), kJ/mol: 61.38

The geometry in XYZ format:
```
36
Properties=species:S:1:pos:R:3:lowdin_charge:R:1
Tl 0.299 -0.196 0.011 1.521
O 0.023 4.344 0.057 0.257
C -0.121 3.062 0.071 -0.406
O 0.791 2.238 0.101 -0.014
C -1.539 2.603 0.038 -0.132
C -2.620 3.473 0.029 0.104
C -3.894 2.928 -0.012 0.073
C -4.041 1.547 -0.043 0.090
C -2.903 0.754 -0.028 -0.133
N -1.679 1.281 0.013 0.103
C -2.896 -0.740 -0.084 -0.390
O -3.969 -1.451 -0.028 0.276
O -1.811 -1.312 -0.184 -0.027
H 0.954 4.636 0.077 0.194
H -2.464 4.543 0.049 0.157
H -4.766 3.570 -0.021 0.155
H -5.036 1.123 -0.091 0.148
H -4.806 -0.969 0.069 0.165
N 2.583 0.431 -0.016 -0.004
C 3.588 -0.519 -0.513 -0.192
C 3.614 -1.793 0.326 -0.146
C 2.787 -2.911 -0.331 -0.146
C 1.566 -3.264 0.513 -0.195
N 0.365 -2.586 0.013 0.002
H 2.480 1.263 -0.589 0.096
H 2.725 0.693 0.958 0.125
H 4.571 -0.035 -0.485 0.157
H 3.387 -0.705 -1.567 0.135
H 3.199 -1.558 1.313 0.114
H 4.639 -2.104 0.511 0.140
H 3.386 -3.798 -0.523 0.140
H 2.435 -2.580 -1.314 0.114
H 1.687 -3.012 1.566 0.134
H 1.398 -4.347 0.494 0.157
H -0.467 -2.741 0.576 0.103
H 0.163 -2.788 -0.964 0.126
```

(3)
# C11H17NO

One molecule with the formula C11H17NO (wB97M-V/def2-TZVPD, OMol25).

Output
Orbital gap, eV: 6.86
F_max, Eh/bohr: 0.0619
HOMO level, hartree: -0.24805
Total charge: 0
Relative energy (zero: lowest compared OMol25 entry of this formula, charge and spin), kJ/mol: 453.53

The geometry in XYZ format:
```
30
Properties=species:S:1:pos:R:3:lowdin_charge:R:1
C 0.519 -1.612 -0.719 -0.443
C -1.432 0.847 -1.904 -0.032
C -2.799 0.056 0.038 -0.089
C -2.442 1.275 -0.819 -0.196
C -1.022 1.131 -0.443 -0.223
C -1.331 -0.119 0.356 -0.307
C -0.508 -1.328 0.115 -0.310
C 2.213 0.106 0.045 -0.245
C -1.103 -2.576 0.704 -0.055
C 1.682 -0.005 1.487 0.012
C 3.453 0.975 -0.081 -0.009
N 1.525 -0.338 -0.978 0.195
O 1.058 -2.614 -1.151 0.001
H -1.444 -0.194 -2.188 0.099
H -1.184 1.497 -2.707 0.082
H -3.455 0.244 0.911 0.123
H -3.121 -0.861 -0.499 0.118
H -2.953 2.236 -0.735 0.129
H -0.204 1.825 -0.153 0.136
H -1.075 0.125 1.336 0.111
H -1.025 -2.473 1.795 0.069
H -0.397 -3.502 0.348 0.135
H -2.181 -2.725 0.499 0.070
H 2.514 -0.181 2.106 0.074
H 0.869 -0.689 1.418 0.048
H 1.267 0.938 1.820 0.096
H 3.891 1.029 -1.029 0.058
H 4.174 0.677 0.622 0.064
H 3.196 2.037 0.251 0.126
H 2.142 -0.490 -1.799 0.160
```